(1)
{
  "formula": "C5H9BrN3O2",
  "method": "ωB97M-V with the def2-TZVPD basis set",
  "e_tot_ev": -83922.5663,
  "relative_energy_kcal_mol": 187.98,
  "e_homo_ev": -13.2,
  "gap_ev": 7.82,
  "smiles": "CN([O-])[N@H+](C)/C=C(/Br)C=[N+]=O",
  "charge": 1,
  "max_force_ev_per_a": 4.49,
  "elements": ["C", "N", "O", "N", "C", "C", "C", "Br", "C", "N", "O", "H", "H", "H", "H", "H", "H", "H", "H", "H"],
  "xyz": [[-1.992360, -1.185508, 0.285175], [-0.937631, -0.500505, 0.902112], [-0.827063, 0.814053, 1.009431], [0.386500, -0.934788, 0.346121], [1.406086, -0.870444, 1.422922], [0.870678, -0.374284, -0.926181], [0.907464, 0.956860, -1.444020], [1.704881, 0.956641, -3.135511], [0.253644, 2.200997, -1.210205], [-0.619084, 2.243819, -0.218424], [-1.328251, 3.066027, 0.155235], [-1.970117, -2.180903, 0.720710], [-2.950593, -0.808198, 0.530283], [-2.116781, -1.076462, -0.905793], [0.149352, -1.891260, 0.192967], [1.362978, 0.225482, 1.729277], [1.092234, -1.478816, 2.356052], [2.499318, -1.188052, 1.213635], [1.431995, -1.183677, -1.392674], [0.676750, 3.209017, -1.631112]],
  "forces_ev_per_a": [[-1.447, -0.364, -3.505], [2.827, 2.563, -0.072], [-0.784, 0.658, -0.032], [-0.285, -0.358, 0.712], [1.160, 0.886, 3.018], [0.195, 2.758, -0.891], [-0.347, -4.461, 0.414], [0.550, 0.172, -0.436], [0.765, 1.037, 1.284], [0.825, -1.051, -1.387], [-1.127, 1.124, 1.137], [-0.024, -0.419, -0.685], [-0.682, 0.841, 1.086], [1.045, -0.687, 2.254], [0.378, -1.223, -0.630], [0.430, -1.453, -0.299], [0.094, 0.878, -1.783], [-2.138, 0.564, -0.560], [-0.146, 0.616, -0.368], [-1.285, -2.082, 0.743]]
}

(2)
{
  "formula": "C15H21N3O3S2",
  "method": "ωB97M-V with the def2-TZVPD basis set",
  "e_tot_ev": -48180.4719,
  "relative_energy_kcal_mol": 0.00,
  "e_homo_ev": -7.8,
  "gap_ev": 8.36,
  "smiles": "CCn1c(SCC(=O)NC[C@@H]2CCCO2)nc2c(c1=O)SCC2",
  "max_force_ev_per_a": 0.98,
  "elements": ["C", "C", "N", "C", "S", "C", "C", "O", "N", "C", "C", "C", "C", "C", "O", "N", "C", "C", "C", "O", "S", "C", "C", "H", "H", "H", "H", "H", "H", "H", "H", "H", "H", "H", "H", "H", "H", "H", "H", "H", "H", "H", "H", "H"],
  "xyz": [[-3.965392, -2.722342, 0.819308], [-3.359682, -2.170252, -0.465200], [-2.551058, -0.990841, -0.205063], [-1.251297, -1.087666, 0.154577], [-0.555238, -2.696209, 0.258743], [1.097050, -2.369618, 0.949896], [2.144758, -2.051898, -0.117179], [3.016967, -2.839198, -0.417568], [1.988247, -0.833173, -0.653048], [2.873929, -0.263369, -1.634804], [3.760623, 0.830742, -1.011974], [4.801080, 0.263389, -0.034036], [4.790656, 1.275370, 1.108944], [3.333890, 1.727256, 1.088266], [2.960855, 1.758096, -0.278222], [-0.485807, -0.066748, 0.417553], [-1.025568, 1.163582, 0.312191], [-2.327349, 1.363348, -0.042750], [-3.208345, 0.260924, -0.314488], [-4.379781, 0.312384, -0.616159], [-2.802884, 3.039195, -0.128133], [-1.045408, 3.577136, 0.054670], [-0.235859, 2.402452, 0.599741], [-4.570828, -3.593549, 0.588502], [-3.186020, -3.013922, 1.519115], [-4.598881, -1.969831, 1.282317], [-4.157607, -1.852502, -1.141045], [-2.736021, -2.920285, -0.957218], [0.990770, -1.552529, 1.661760], [1.374472, -3.293973, 1.455600], [1.239429, -0.244696, -0.293104], [2.274719, 0.169559, -2.440826], [3.504695, -1.060940, -2.032955], [4.242483, 1.389881, -1.825258], [5.777314, 0.160799, -0.500930], [4.480689, -0.716562, 0.319878], [5.080445, 0.845745, 2.064440], [5.445336, 2.116923, 0.880244], [3.178422, 2.727434, 1.497574], [2.700865, 1.013312, 1.636022], [-1.032156, 4.444136, 0.709825], [-0.704538, 3.873545, -0.937055], [0.753010, 2.353993, 0.140513], [-0.100093, 2.486074, 1.682378]],
  "forces_ev_per_a": [[0.069, 0.115, -0.144], [-0.400, -0.409, 0.007], [0.205, 0.146, -0.023], [0.508, 0.257, 0.181], [0.083, -0.415, 0.031], [-0.242, -0.037, -0.179], [-0.402, 0.134, 0.265], [0.310, -0.363, -0.034], [0.104, 0.487, -0.120], [0.249, 0.276, 0.015], [0.158, -0.439, -0.425], [-0.176, 0.171, 0.025], [-0.192, 0.064, -0.128], [0.115, 0.021, 0.372], [-0.095, 0.017, -0.182], [0.101, -0.314, 0.186], [-0.935, 0.124, -0.257], [0.501, 0.160, 0.073], [0.412, 0.141, 0.066], [-0.312, 0.102, -0.023], [-0.071, 0.250, 0.092], [-0.390, 0.051, -0.218], [-0.008, 0.003, 0.054], [-0.085, -0.115, 0.019], [0.019, -0.045, 0.081], [-0.067, 0.039, 0.040], [0.236, -0.106, 0.033], [-0.104, 0.112, -0.062], [0.062, -0.042, 0.049], [-0.002, 0.082, -0.055], [0.101, -0.269, 0.042], [0.072, -0.067, -0.008], [-0.062, 0.095, -0.073], [-0.030, -0.083, 0.090], [0.025, -0.068, -0.034], [0.030, -0.056, -0.009], [0.046, 0.012, 0.062], [0.018, 0.032, 0.053], [-0.010, -0.071, 0.035], [0.028, 0.067, -0.011], [0.056, 0.005, -0.035], [0.076, -0.001, 0.072], [-0.021, -0.032, 0.060], [0.020, -0.030, 0.017]]
}

(3)
{
  "formula": "C5H8N2Se",
  "method": "ωB97M-V with the def2-TZVPD basis set",
  "e_tot_ev": -73636.2021,
  "relative_energy_kcal_mol": 66.33,
  "e_homo_ev": [-8.7, -8.7],
  "gap_ev": [7.14, 7.16],
  "max_force_ev_per_a": 5.26,
  "elements": ["C", "C", "C", "C", "C", "N", "N", "Se", "H", "H", "H", "H", "H", "H", "H", "H"],
  "xyz": [[1.825224, -0.643732, 2.354345], [1.743865, -0.136128, 1.035778], [1.185715, 0.319118, 3.129263], [-2.388242, -0.531470, -2.364605], [-2.045237, -0.904357, -3.578787], [0.919973, 0.931802, 1.045852], [0.635353, 1.188140, 2.235071], [1.232986, 2.096876, -1.467400], [2.594042, -1.329929, 2.649648], [1.817991, -0.482114, 0.001394], [-1.586681, -0.365921, -1.588125], [-3.397621, -0.771492, -2.102566], [1.071654, 0.539984, 4.170027], [-0.994251, -0.490361, -3.848222], [-2.720738, -1.282161, -4.278492], [0.105968, 1.861746, 2.606817]],
  "forces_ev_per_a": [[1.366, 1.211, -0.110], [-2.530, 0.446, -0.528], [0.094, -0.545, -1.099], [0.661, -1.358, 1.183], [3.559, 2.643, 0.251], [1.056, -0.362, -4.323], [2.014, -2.918, 3.881], [-0.113, -0.065, 0.279], [-0.341, -0.543, 0.374], [0.992, -0.470, 0.730], [-1.272, 0.568, -0.912], [-0.451, 0.168, 0.867], [0.047, -0.382, 0.327], [-1.686, -1.588, -0.200], [-0.782, -0.410, -1.170], [-2.613, 3.606, 0.449]]
}

(4)
{
  "formula": "C12H13MnN5O5S2Se",
  "method": "ωB97M-V with the def2-TZVPD basis set",
  "e_tot_ev": -148660.2168,
  "relative_energy_kcal_mol": 0.00,
  "multiplicity": 2,
  "e_homo_ev": [-14.3, -14.3],
  "s2": 0.769,
  "gap_ev": [6.57, 6.55],
  "charge": 2,
  "max_force_ev_per_a": 0.50,
  "elements": ["Mn", "O", "C", "C", "C", "C", "C", "C", "N", "H", "H", "H", "H", "H", "H", "H", "N", "C", "N", "C", "C", "S", "C", "C", "S", "C", "N", "N", "H", "H", "H", "H", "H", "H", "O", "Se", "O", "O", "O"],
  "xyz": [[-0.167545, -0.229607, -0.431547], [-0.558360, -0.154566, -2.366969], [0.514776, -0.062243, -3.312634], [1.724359, -0.657577, -2.648445], [2.831598, -0.971961, -3.416501], [3.913696, -1.592096, -2.820905], [3.825038, -1.922017, -1.475683], [2.690805, -1.571123, -0.778003], [1.658081, -0.896822, -1.324331], [-1.370789, 0.246577, -2.694360], [0.683255, 0.978643, -3.594797], [0.261411, -0.638165, -4.202239], [2.827155, -0.749131, -4.475602], [4.791990, -1.845057, -3.399434], [4.618670, -2.454030, -0.970940], [2.583050, -1.861055, 0.254699], [-4.704043, -0.251283, -0.544385], [-4.152923, 0.044570, 0.629520], [-2.835832, 0.006180, 0.805520], [-2.408215, 0.266084, 2.104883], [-3.457818, 0.552397, 2.902662], [-4.963627, 0.471469, 2.071997], [-0.993010, 0.307436, 2.498422], [-0.650447, 0.644808, 3.771271], [1.026934, 0.505232, 4.022263], [1.212587, 0.038025, 2.376028], [0.091409, -0.071295, 1.684999], [2.452284, -0.124470, 1.846806], [-4.114505, -0.679792, -1.240070], [-5.702969, -0.295329, -0.653957], [-3.451315, 0.827794, 3.942920], [-1.305616, 0.916769, 4.581801], [3.234870, 0.060495, 2.456878], [2.579459, 0.245164, 0.915743], [0.012169, 1.838975, -0.279236], [-0.169594, 2.824090, 0.982022], [-1.572052, 3.521422, 1.153746], [-2.067150, -0.400202, -0.219823], [1.112215, 3.131692, 1.847677]],
  "forces_ev_per_a": [[0.019, 0.129, 0.488], [-0.195, -0.140, -0.434], [0.013, 0.022, 0.155], [-0.054, 0.087, -0.048], [-0.002, -0.034, -0.015], [-0.014, 0.005, 0.025], [0.003, -0.005, -0.038], [-0.038, -0.163, 0.012], [-0.021, -0.029, 0.051], [0.011, 0.050, -0.007], [0.014, 0.032, 0.028], [0.023, 0.016, -0.031], [0.009, 0.001, 0.012], [-0.004, 0.005, 0.004], [-0.015, -0.016, -0.009], [-0.015, 0.074, 0.042], [0.007, 0.032, -0.014], [-0.050, -0.053, 0.005], [0.033, -0.273, 0.086], [0.007, 0.143, -0.074], [0.024, -0.004, 0.009], [-0.014, 0.014, -0.027], [0.009, -0.084, 0.194], [0.013, -0.028, -0.029], [-0.046, -0.025, -0.064], [0.119, 0.081, 0.027], [-0.139, 0.082, -0.028], [-0.026, 0.076, 0.012], [-0.015, 0.005, -0.018], [-0.002, -0.013, 0.006], [0.015, -0.011, -0.008], [0.017, -0.008, 0.000], [-0.013, 0.012, -0.001], [0.002, -0.077, -0.018], [0.019, -0.071, -0.428], [-0.023, -0.199, 0.122], [-0.098, 0.062, 0.032], [0.341, 0.255, -0.098], [0.084, 0.050, 0.080]]
}

(5)
{
  "formula": "C4H33CuHfNO20S2",
  "method": "ωB97M-V with the def2-TZVPD basis set",
  "e_tot_ev": -114734.9597,
  "relative_energy_kcal_mol": 0.00,
  "e_homo_ev": -10.9,
  "gap_ev": 3.59,
  "charge": 1,
  "max_force_ev_per_a": 10.18,
  "elements": ["Hf", "Cu", "S", "O", "O", "O", "O", "S", "O", "O", "O", "O", "C", "C", "C", "O", "C", "N", "H", "H", "H", "H", "H", "H", "H", "H", "H", "H", "H", "O", "H", "H", "O", "H", "H", "O", "H", "H", "O", "H", "H", "O", "H", "H", "O", "H", "H", "O", "H", "H", "O", "H", "H", "O", "H", "H", "O", "H", "H", "O", "H", "H"],
  "xyz": [[-1.719603, 0.567911, -4.344114], [1.089354, -2.559267, -2.692772], [-0.042437, -1.622693, -5.549560], [-0.478495, -1.358542, -4.167049], [1.382047, -1.635496, -5.678508], [-0.709988, -2.784787, -6.062742], [-0.579374, -0.306667, -5.988277], [-0.721879, -0.452927, -0.961595], [-0.311338, -1.853883, -1.168072], [-1.355196, 0.006113, -2.247647], [-1.736354, -0.283898, 0.061000], [0.385920, 0.440551, -0.697030], [2.441746, -0.250832, 5.916158], [3.116512, 0.497072, 4.763274], [2.124901, 1.400108, 3.998368], [1.217168, 0.553167, 3.288036], [0.037305, 1.174780, 2.758660], [4.146285, 1.387882, 5.309357], [1.585936, -0.835928, 5.563184], [2.032807, 0.323708, 6.745696], [3.136592, -1.036659, 6.219829], [3.615398, -0.165424, 4.055349], [2.671787, 2.046371, 3.305388], [1.689604, 2.100824, 4.718219], [-0.593214, 0.319028, 2.526814], [0.255923, 1.804226, 1.894000], [-0.478289, 1.753939, 3.526356], [4.603240, 0.810805, 6.008773], [3.689412, 2.115449, 5.850860], [-2.822933, -3.254440, -0.899215], [-1.977861, -2.792005, -0.821659], [-3.484979, -2.597267, -0.663741], [-2.195051, -1.814229, 2.099554], [-2.125462, -1.114032, 1.423608], [-1.471098, -2.424026, 1.904891], [-4.370804, -0.687799, -1.353853], [-3.780039, -0.271238, -0.710769], [-4.591407, 0.012278, -1.974821], [-0.178859, 3.187522, -0.768695], [0.141654, 2.325323, -0.459940], [-0.904795, 3.405222, -0.167777], [0.661511, 1.039192, -4.038005], [1.259361, 0.502707, -3.472244], [1.246148, 1.610908, -4.551042], [2.697260, 0.297299, 0.837345], [2.033418, 0.471362, 0.160235], [2.211247, 0.257443, 1.681092], [0.227578, -3.337953, 0.981755], [1.107062, -3.036721, 1.234151], [-0.011993, -2.793101, 0.213247], [-3.078524, 2.091590, 0.040341], [-2.477054, 1.327185, -0.021557], [-3.050602, 2.500900, -0.829446], [2.201800, -0.469601, -2.631236], [1.719377, 0.028917, -1.942405], [3.115818, -0.163567, -2.561921], [-1.267817, 2.536805, -3.114056], [-0.815553, 2.644659, -2.230355], [-1.224575, 3.418090, -3.511988], [-2.973557, -1.345119, -3.760456], [-2.721084, -2.242816, -4.034086], [-3.593956, -1.468418, -3.008905]],
  "forces_ev_per_a": [[7.017, -6.231, 3.938], [-0.381, 0.718, 0.096], [2.174, -3.637, -1.694], [-1.238, 0.361, 4.719], [0.133, 0.252, 0.329], [-0.368, 0.869, -0.060], [-3.957, 5.233, -2.303], [-0.571, -0.019, 0.704], [0.289, 0.449, -0.495], [-1.391, 1.897, -3.028], [0.049, -0.070, -0.888], [1.157, 0.337, -0.607], [-0.534, -1.578, -1.188], [-0.874, 1.460, 0.484], [0.789, -0.477, -0.174], [-0.136, 0.745, 0.170], [0.363, -0.770, 0.872], [0.261, -0.244, 0.012], [-0.060, 0.086, -0.238], [0.570, 0.416, -0.030], [0.067, 0.260, 0.627], [-0.221, -0.244, 0.066], [0.136, -0.145, -0.225], [-0.747, -0.307, 0.042], [-0.196, 0.216, -0.384], [0.052, 0.033, -0.105], [0.098, 0.168, 0.016], [0.457, 0.311, 0.032], [-0.009, 0.077, 0.015], [0.064, 0.112, -0.572], [-0.275, -0.267, 0.110], [-0.057, -0.138, 0.259], [-0.159, 0.327, -0.006], [-0.001, -0.879, 0.825], [0.026, -0.067, 0.071], [0.136, -0.097, -0.712], [0.058, -0.016, 0.172], [-0.463, 0.257, 0.396], [-0.399, -0.209, -0.674], [0.153, -0.145, 0.155], [-0.004, 0.051, 0.140], [-0.989, 0.969, -0.426], [0.095, -0.672, -0.335], [-0.197, -0.035, -0.233], [0.232, -0.017, -0.245], [0.020, -0.108, 0.601], [-0.044, 0.000, -0.045], [0.001, 0.034, -0.094], [-0.033, 0.000, 0.144], [0.277, -0.346, 0.486], [0.166, 0.081, -0.298], [-0.105, 0.079, 0.285], [-0.126, 0.095, 0.016], [-0.171, 0.190, 0.088], [0.070, -0.382, 0.816], [0.203, -0.288, -0.016], [-1.555, -0.209, -2.008], [0.412, -0.040, 1.030], [-0.016, 0.076, 0.060], [-0.790, 1.004, -0.974], [0.376, 0.147, -0.240], [0.169, 0.327, 0.522]]
}